27
Properties=species:S:1:pos:R:3:forces:R:3:lowdin_charge:R:1 method="wB97M-V/def2-TZVPD" mol_weight_g_mol=237.15 lumo_ev=6.0 relative_energy_ev=0.947 charge=-2 total_energy_ha=-1121.48635 spin_multiplicity=1 orbital_gap_ev=7.37
C 0.551568 0.284733 -2.888388 -0.7822 0.3345 2.0498 -0.438
C 0.107725 -0.532058 0.850507 -1.4023 -1.7151 -0.9280 -0.722
C -1.428517 0.919667 -0.676085 -1.9808 0.1901 1.7139 -0.046
C -1.111521 -1.569760 -1.041993 2.4016 -0.8802 -3.5415 -0.058
C -0.721584 -1.159633 2.969804 0.5987 -3.1611 -0.7985 -0.188
C 2.089114 0.912684 -0.530603 -1.9286 -0.6200 -2.5920 0.044
C -0.551643 -0.273051 -0.607210 1.7359 0.4557 -0.4947 -0.497
N 0.561523 0.098874 -1.556407 4.3776 1.3581 2.0121 0.075
O 2.502665 1.988100 1.926613 0.6221 -0.1538 0.1124 -0.375
O 0.543598 2.996867 0.611810 0.3123 0.0881 -0.3121 -0.385
O 1.323313 0.837534 -3.680865 0.4740 -0.3296 0.4760 -0.089
O 0.981355 -1.439490 0.898662 0.6174 0.0979 -0.2720 -0.089
O 0.362605 0.673764 1.477783 0.5620 1.1801 0.4812 -0.164
O -1.179300 -0.973463 1.662528 0.2675 0.5075 0.1179 -0.158
P 1.383235 1.812292 0.969083 -0.1819 0.1983 -0.6890 0.230
H -0.411439 -0.065563 -3.226601 -0.7780 -0.4579 -0.8555 0.086
H -1.006829 1.669367 0.054739 -0.4535 0.0247 -1.8466 0.076
H -1.578621 1.085537 -1.748155 0.0479 1.0540 0.3835 0.072
H -2.439096 0.703580 -0.256357 0.4066 -0.1648 -0.1447 0.082
H -1.338856 -1.532852 -2.238475 0.2810 -0.3861 2.8355 0.107
H -1.945638 -1.792721 -0.472226 -1.7308 -0.7256 0.9212 0.037
H -0.218387 -2.257297 -0.807970 -1.6155 0.3823 -0.5966 0.109
H -0.308758 -0.311056 3.412828 0.5163 1.6730 0.7589 0.050
H 0.094290 -1.957795 2.972952 -0.5316 0.9088 -0.0774 0.090
H -1.461875 -1.615601 3.610828 -0.8982 0.1550 0.1418 0.052
H 2.731934 0.074888 -0.225647 -0.6317 0.0861 -0.2455 0.046
H 2.469140 1.422454 -1.461155 -0.3058 -0.1002 1.3900 0.053

=====

15
Properties=species:S:1:pos:R:3:forces:R:3:lowdin_charge:R:1 method="wB97M-V/def2-TZVPD" mol_weight_g_mol=164.07 lumo_ev=0.3 relative_energy_ev=0.000 total_energy_ha=-681.47689 spin_multiplicity=1 orbital_gap_ev=8.21
C 0.174656 -3.746917 -1.070039 0.6138 0.1969 1.1206 -0.444
C -0.121810 -2.829411 2.971189 2.7138 -0.9106 -0.2442 -0.021
C 0.719989 0.315162 -0.454909 0.2053 0.9371 2.8100 -0.356
C -0.401783 0.162329 0.269899 1.2107 0.0773 -1.3360 -0.380
O 0.466679 -3.177774 -0.123201 0.2732 1.2926 1.5242 0.205
O -1.161727 -2.476558 3.081433 -2.7142 0.9009 0.2731 0.046
O -0.055829 -4.379858 -1.980681 -0.8924 -1.4786 -2.6733 0.236
O 0.790804 0.179811 -1.817612 1.8209 -0.3456 1.1376 0.066
O 1.933300 0.727824 0.200181 -2.4890 0.5915 -0.1344 0.019
O -1.532134 -0.152652 -0.401729 -1.7192 0.1356 2.3287 0.101
O -0.460156 0.282864 1.638409 1.6340 -0.8203 -1.3259 0.084
H 1.770318 0.019260 -1.836110 -0.9851 0.0750 -1.1041 0.139
H 1.530900 1.354329 0.871500 1.2601 -0.9430 -0.8028 0.126
H -1.341052 -0.380137 -1.285378 0.5293 -0.3425 -1.6455 0.080
H -1.260705 0.653561 1.952347 -1.4611 0.6337 0.0721 0.098

=====

95
Properties=species:S:1:pos:R:3:forces:R:3:lowdin_charge:R:1 method="wB97M-V/def2-TZVPD" mol_weight_g_mol=1092.43 lumo_ev="3.4 / 3.4" relative_energy_ev=0.622 charge=-2 s2=0.764 total_energy_ha=-3858.69357 spin_multiplicity=2 orbital_gap_ev="1.81 / 4.99"
Bi 1.254612 -1.960501 -1.945170 -0.2305 -0.2612 -0.3324 1.785
O -2.102286 -4.204392 2.617986 -0.3991 0.8534 1.2373 0.029
C -2.257643 -3.891628 1.293344 1.4617 -0.3908 -2.5548 -0.491
O -2.781569 -2.857496 0.880747 0.1232 0.1740 0.8571 -0.008
C -1.609264 -4.932194 0.408588 -0.4558 1.7307 1.2790 -0.229
C -1.805584 -6.269046 0.705977 0.5883 -1.0121 -0.1489 -0.106
C -1.142233 -7.221871 -0.025737 -0.3196 -0.7315 0.9127 -0.156
C -0.115971 -6.875567 -0.924878 0.5596 -0.4040 -0.7063 -0.077
C 0.087634 -5.453495 -1.091500 -0.4290 -2.7187 -0.0428 -0.272
N -0.688593 -4.585103 -0.537200 0.0323 2.0851 -0.2054 0.146
C 1.168941 -5.004048 -2.028993 -0.2848 -0.3705 0.3430 -0.614
O 2.256675 -5.601679 -2.083461 -1.1369 1.3160 -0.3728 0.005
O 0.747075 -3.978038 -2.743473 1.3829 0.1834 -0.2432 -0.333
H -2.174782 -3.394437 3.194347 -0.1676 -0.9249 -1.2271 0.124
H -2.394697 -6.478324 1.566414 -0.6708 -0.6009 0.3352 0.082
H -1.384460 -8.267523 0.204758 0.2874 0.2198 -0.2212 0.077
H 0.447824 -7.686489 -1.469931 -0.5117 1.3363 0.6162 0.089
S 1.854193 -1.456014 -4.428945 -1.1870 -0.3400 1.0026 0.529
C 3.044023 -0.271354 -4.003044 -0.7722 2.8958 1.1954 -0.781
C 4.320030 -0.631196 -4.260846 1.7042 -0.6940 -0.6160 -0.254
C 5.367226 0.264371 -4.409786 1.5744 1.1087 -0.3174 -0.156
C 5.113105 1.637782 -4.230811 -0.6181 -0.5323 0.4974 -0.139
C 3.862817 2.014789 -3.714411 0.1628 0.3306 -0.2838 -0.178
C 2.803411 1.119425 -3.462083 1.8589 -2.3833 -1.9462 -0.830
S 1.445533 1.580511 -2.640943 -1.8709 0.1277 0.7897 0.571
H 4.529153 -1.683454 -4.422553 -0.0804 -0.0271 -0.2764 0.080
H 6.384143 -0.081452 -4.744272 -1.1462 0.2942 0.4317 0.089
H 5.854421 2.419499 -4.415615 -0.0609 -0.3683 0.0041 0.078
H 3.606885 3.066570 -3.516959 0.4162 -0.4163 -0.0017 0.077
O 1.443425 -2.867317 2.949824 -0.2923 0.2648 -0.3811 -0.064
N 0.726630 -2.081654 2.287005 0.7726 -0.9373 -0.5521 -0.591
O 0.039443 -1.242083 2.881831 -0.5882 0.7177 0.1546 -0.100
O 0.717196 -2.146995 1.022271 0.1414 0.2962 0.9602 -0.144
C 5.740011 -0.518175 0.067465 -0.1827 -0.4352 0.3834 -0.169
P 4.314429 -1.624833 -0.197129 1.0278 0.0083 -0.8767 0.575
C 4.919194 -2.957739 -1.335988 0.2215 -0.0223 1.1384 -0.146
C 3.945126 -2.400797 1.373623 -0.6006 1.5613 -0.0343 -0.179
O 3.234572 -0.771293 -0.821887 0.1967 -0.7770 0.4241 -0.524
H 6.520437 -0.986501 0.648853 0.2390 -0.3330 0.3004 0.035
H 5.379395 0.339794 0.631455 -0.0878 0.1239 -0.1043 0.048
H 6.188829 -0.198579 -0.858893 -0.1675 0.2008 -0.4907 0.042
H 5.899488 -3.368492 -1.022117 -0.4546 0.3152 0.0902 0.057
H 5.058917 -2.476797 -2.276664 0.0723 0.3632 -0.8726 0.011
H 4.245254 -3.811125 -1.463097 -0.2280 0.2213 0.1351 0.043
H 4.752644 -2.935212 1.835452 0.5176 -0.2761 -0.0003 0.050
H 3.086181 -3.029628 1.217830 -0.4595 -0.3884 0.1529 0.031
H 3.614996 -1.574225 2.042328 0.1215 -0.6181 -0.2563 0.073
C -2.191845 -0.560009 -3.286915 -0.2934 -0.4729 0.3349 -0.004
C -1.669814 -0.301129 -1.913964 1.8537 -0.6613 0.9262 -0.666
O -0.576642 -0.883273 -1.502908 -1.5516 0.3932 -0.3683 -0.404
N -2.309571 0.567273 -1.193721 -1.4238 0.4718 0.4957 -0.221
Te -1.642407 0.877614 0.669642 0.7708 -0.3522 0.1055 1.901
C -3.374862 1.439459 2.046142 0.4054 0.0675 -0.5264 -0.235
C -4.730364 1.299075 1.741866 0.5399 -0.2171 -0.4398 -0.299
C -5.102088 0.427381 0.595983 0.1758 0.3581 -1.2190 -0.058
C -5.696281 1.831467 2.580941 -0.6204 0.0328 0.1521 -0.028
C -5.409792 2.298477 3.852938 2.7226 -0.5392 -0.2099 -0.280
C -6.433955 2.790147 4.799760 0.0881 1.0871 0.4551 -0.069
C -4.036777 2.218658 4.232267 -0.8472 -0.1341 -1.1514 0.003
C -3.008645 1.828519 3.332012 -1.1961 0.4266 0.5596 -0.304
C -1.614286 1.785801 3.820392 1.4212 0.8007 0.0490 -0.079
C -0.722397 2.814407 0.166507 0.3791 -0.6247 0.4022 -0.274
C 0.635148 2.983252 0.519910 -0.9696 0.8190 -0.5912 -0.324
C 1.444191 1.896831 1.111001 0.8847 -0.6881 -0.3088 -0.087
C 1.201906 4.238914 0.224232 -0.7018 -0.2172 0.5172 -0.017
C 0.477709 5.261875 -0.382602 -0.3086 -0.2632 -0.7463 -0.257
C 1.123720 6.618411 -0.569820 0.2440 0.4338 0.4784 -0.067
C -0.823359 4.983925 -0.854653 0.6057 0.7806 0.1471 -0.010
C -1.419289 3.769790 -0.564894 -0.3539 -0.0703 0.5089 -0.307
C -2.851298 3.524306 -0.865524 -1.6136 1.2663 0.4400 -0.087
H -1.546967 -0.087320 -3.987041 0.9856 0.2121 -0.6415 0.067
H -3.133229 -0.056712 -3.393405 -0.6764 -0.0828 -0.0001 0.066
H -2.255481 -1.636751 -3.497840 0.0262 0.3424 0.1307 0.103
H -4.567515 -0.515002 0.647947 0.2185 -0.2239 0.1020 0.076
H -4.833528 0.860668 -0.386980 -0.1388 -0.1195 0.4115 0.077
H -6.147573 0.180509 0.602154 -0.5920 0.0503 -0.0255 0.069
H -6.733304 1.854917 2.248660 0.0765 -0.3040 -0.0357 0.119
H -5.930395 3.143743 5.720869 -0.4291 -0.4234 -0.2571 0.078
H -7.188840 2.035820 5.019134 -0.0341 0.0980 0.1020 0.079
H -6.909582 3.692278 4.381700 -0.1649 -0.3651 0.0874 0.083
H -3.767271 2.470766 5.241372 0.1797 0.1386 0.3134 0.096
H -1.517814 2.118286 4.877135 -0.0978 -0.2037 -0.7309 0.091
H -0.938949 2.417109 3.190035 -0.4908 -0.1145 0.5025 0.080
H -1.180449 0.798012 3.719697 0.0106 -0.4743 0.1610 0.056
H 0.966214 1.372703 1.922215 -0.2807 -0.0056 0.6292 0.038
H 2.419592 2.286312 1.453530 -0.3685 -0.3353 -0.2082 0.091
H 1.595930 1.083711 0.363982 0.2624 0.6324 0.1625 0.069
H 2.198287 4.452473 0.586847 0.2145 -0.1135 -0.1691 0.113
H 2.175978 6.548477 -0.888349 -0.3151 -0.1997 0.1782 0.076
H 1.119895 7.176835 0.400715 -0.0248 -0.3396 -0.7099 0.084
H 0.631095 7.246157 -1.320540 -0.1635 -0.2211 0.1805 0.066
H -1.410150 5.748138 -1.402531 0.4964 -0.4819 0.3788 0.121
H -3.265596 4.125425 -1.677737 0.4001 0.2162 -0.1289 0.079
H -3.514799 3.789334 0.005459 0.7166 -0.3183 -0.4730 0.102
H -3.051336 2.516947 -1.139330 -0.0813 -0.8258 -0.1468 0.005

=====

12
Properties=species:S:1:pos:R:3:forces:R:3:lowdin_charge:R:1 method="wB97M-V/def2-TZVPD" smiles="[H]/N=C1/N=CC=C1C#C" mol_weight_g_mol=104.11 lumo_ev=-1.6 relative_energy_ev=4.444 total_energy_ha=-340.35641 spin_multiplicity=1 orbital_gap_ev=7.55
H -1.009524 -1.285428 1.820590 3.3399 0.4262 -1.6134 0.122
N 0.103153 -1.152252 1.699633 -0.4060 1.6779 -0.7504 0.153
C 0.650431 -0.442996 0.731901 -0.1498 -2.8905 2.4256 -0.408
N 1.993690 0.164593 0.831093 -4.5626 3.8929 -2.0613 0.118
C 1.588080 1.312262 0.078075 7.4357 -1.4878 3.8103 -0.121
C 0.550540 1.212389 -0.834095 -1.9234 -0.8820 -0.4220 -0.017
C -0.018501 0.023517 -0.492147 -1.8257 0.9965 -0.0175 -0.212
C -1.239915 -0.625318 -0.771874 -2.6180 -2.1198 -1.0923 -0.073
C -2.209433 -1.380261 -0.894036 3.6113 2.9378 0.5848 0.163
H 2.355312 2.174866 0.204989 -1.6607 -1.3546 -0.5809 0.138
H 0.269225 2.001081 -1.521002 -0.1074 -0.4134 -0.0715 0.123
H -3.033057 -2.002455 -0.853126 -1.1334 -0.7833 -0.2114 0.013